# C48H58BBrF7N3O28

A 8-piece molecular cluster, C48H58BBrF7N3O28 overall (ωB97M-V/def2-TZVPD, OMol25).

The geometry in XYZ format:
```
146
Properties=species:S:1:pos:R:3
C 11.6416 -0.6291 0.7428
C 11.3300 -0.8824 -0.6374
C 10.6888 -2.3221 -0.9880
O 10.9608 -2.9461 -2.0567
O 9.7603 -2.9744 -0.1050
C 8.4115 -2.5512 -0.5285
C 7.3185 -2.8027 0.6205
C 7.7643 -3.8824 1.7260
C 6.4844 -4.3683 2.6220
C 6.2158 -3.1923 3.6837
C 4.7024 -3.0953 4.2231
C 3.7767 -2.0692 3.4089
C 4.1484 -0.5196 3.5002
C 5.3529 0.0590 4.3696
B 4.8875 0.5924 5.8635
O 3.5591 0.3623 6.4010
O 5.8733 1.3575 6.6265
C 3.2792 0.5270 2.7119
N 3.5802 1.9646 2.7788
C 4.3337 2.4687 1.5892
C 5.1649 1.3513 0.7806
C 2.0278 0.0783 1.8493
N 1.2814 1.1224 1.2035
C 0.1674 0.5995 0.4826
C -0.1617 -0.9134 0.3838
C -1.4370 -1.3386 -0.5191
C -1.1016 -0.8580 -2.0282
O -0.7557 -1.7543 -2.8327
O -1.2644 0.5316 -2.3424
C -0.0706 1.1185 -2.8915
C 0.4309 2.5461 -2.3027
O 0.6097 0.6441 -3.8285
N 0.5544 -1.9691 1.0146
C 1.6493 -1.4191 1.7642
C 2.5462 -2.4598 2.5550
C 2.1114 -4.0052 2.4801
C 2.4755 -4.7287 1.0880
C 3.4484 -3.8952 0.1231
Br 3.4176 -6.4587 1.5608
H 12.1729 -1.4047 1.3994
H 11.3817 0.4066 1.1618
H 11.4999 -0.0689 -1.4197
H 8.1039 -3.0598 -1.5070
H 8.4768 -1.4125 -0.6982
H 6.3333 -3.1306 0.1427
H 7.1415 -1.7930 1.1538
H 8.3695 -4.7626 1.3127
H 8.4429 -3.3142 2.4742
H 5.5900 -4.6359 1.9646
H 6.8457 -5.3484 3.1243
H 6.5328 -2.2095 3.1847
H 6.9224 -3.3514 4.5875
H 4.7594 -2.7297 5.3223
H 4.2905 -4.1592 4.2735
H 5.8241 0.9647 3.8234
H 6.2075 -0.6739 4.5633
H 3.0225 1.1102 6.0413
H 5.9562 2.2353 6.1878
H 4.0022 2.2435 3.6713
H 5.0644 3.3221 1.8739
H 3.5922 2.9525 0.8407
H 5.7661 0.6867 1.5019
H 4.4128 0.7652 0.1455
H 5.9325 1.9098 0.1289
H -0.5128 1.3375 -0.0619
H -2.4007 -0.8899 -0.1051
H -1.5143 -2.4819 -0.5040
H -0.2965 2.9750 -1.5242
H 0.5309 3.2883 -3.1630
H 1.4845 2.3930 -1.8580
H 2.4818 -4.6364 3.3514
H 0.9611 -4.0103 2.5539
H 1.5205 -5.0721 0.5375
H 2.9158 -3.0935 -0.5003
H 3.8731 -4.6513 -0.6469
H 4.3472 -3.5036 0.7081
C -3.0539 -4.6856 3.1266
C -3.1263 -5.2536 4.5072
O -1.8927 -5.9326 4.6426
C -1.0189 -5.2564 3.8457
O 0.1730 -5.3647 3.9049
O -1.6651 -4.4305 2.9753
F -4.1297 -6.1576 4.6095
H -3.3777 -5.3957 2.3600
H -3.6355 -3.7677 3.0231
H -3.2217 -4.5034 5.2976
C -3.2614 2.9326 -2.3811
C -4.6980 2.7300 -2.0329
O -4.7309 2.9774 -0.6414
C -3.7235 3.8672 -0.4093
O -3.6140 4.5115 0.5940
O -2.8609 3.9378 -1.4619
F -5.0734 1.4450 -2.2517
H -2.6580 2.0361 -2.2219
H -3.1271 3.2665 -3.4104
H -5.3840 3.4103 -2.5455
C -3.6973 -0.4784 -5.7795
C -4.6606 -0.4390 -6.9218
O -5.4153 0.7295 -6.6704
C -4.5755 1.5647 -5.9964
O -4.7703 2.7451 -5.8509
O -3.4825 0.9012 -5.5135
F -5.4964 -1.5057 -6.8905
H -4.1158 -0.9585 -4.8904
H -2.7627 -0.9774 -6.0401
H -4.1886 -0.3668 -7.9060
C -3.8063 0.8823 1.7118
C -3.9182 1.4904 3.0725
O -4.5948 0.4971 3.8165
C -4.2500 -0.6870 3.2388
O -4.4101 -1.7571 3.7531
O -3.6933 -0.5040 2.0076
F -4.6858 2.6060 3.0451
H -4.6967 1.0519 1.0993
H -2.9315 1.2407 1.1660
H -2.9575 1.7133 3.5457
C -7.5705 3.4618 4.1156
C -7.6843 3.8158 5.5636
O -9.0770 3.7758 5.7975
C -9.5674 2.8606 4.9138
O -10.6524 2.3638 4.9935
O -8.6653 2.5754 3.9316
F -7.2451 5.0768 5.7923
H -7.6908 4.3281 3.4586
H -6.6249 2.9719 3.8799
H -7.1779 3.1192 6.2383
C -8.2779 0.2115 -8.2060
C -8.8400 -0.7906 -9.1626
O -9.5737 0.0054 -10.0701
C -8.9399 1.2125 -10.0885
O -9.1068 2.0463 -10.9294
O -8.0861 1.3493 -9.0337
F -9.6972 -1.6327 -8.5375
H -8.9740 0.4620 -7.4003
H -7.3371 -0.1162 -7.7661
H -8.0851 -1.3668 -9.7059
C -2.4900 7.0419 -4.9420
C -2.5326 6.4682 -3.5619
O -1.2803 5.8267 -3.4388
C -0.4321 6.5303 -4.2416
O 0.7603 6.4522 -4.1902
O -1.1102 7.3391 -5.1046
F -3.5072 5.5329 -3.4529
H -2.7995 6.3238 -5.7070
H -3.0997 7.9414 -5.0384
H -2.6437 7.2132 -2.7688
```

Properties
LUMO energy = -1.283 eV
SMILES = C=CC(=O)OCCCCCCc1c(CB(O)O)c(NCC)c2ncc(CC(=O)OC(C)=O)nc2c1C[C@@H](C)Br.O=C1OC[C@@H](F)O1.O=C1OC[C@@H](F)O1.O=C1OC[C@@H](F)O1.O=C1OC[C@@H](F)O1.O=C1OC[C@@H](F)O1.O=C1OC[C@@H](F)O1.O=C1OC[C@@H](F)O1
Electronic energy = -202249.435 eV